93
Properties=species:S:1:pos:R:3:forces:R:3 method="wB97M-V/def2-TZVPD" total_energy_ha=-1670.05025 relative_energy_kcal_mol=0.0 spin_multiplicity=2 charge=-1 e_homo_ev="0.764 / -6.872"
C 0.2922 0.1599 -1.2790 0.4 0.3 0.8
O -0.4553 -0.7894 -1.1929 -2.6 -1.9 -0.4
N 1.5792 -0.0300 -1.3234 2.6 0.2 -0.1
N -0.0632 1.4354 -1.2289 -1.3 1.7 -0.1
H 1.9332 -0.9685 -1.4420 0.2 0.6 0.0
H 2.1438 0.8067 -1.2877 0.6 -0.7 -0.3
H 0.6000 2.1730 -1.0387 -0.3 0.0 -0.4
H -1.0505 1.6356 -1.3011 0.1 0.3 0.3
C -5.1707 0.9290 -0.5234 0.4 -1.9 0.0
C -3.7882 0.0649 -0.5999 -2.0 0.7 -1.1
C -3.8929 -1.4583 -1.0140 -0.4 0.8 2.3
O -4.7407 -2.1560 -0.0460 -0.8 1.0 -2.8
C -4.2514 -2.4558 1.2025 0.1 -1.2 0.2
N -3.0192 0.7877 -1.6128 1.0 -0.6 -0.1
H -5.0303 2.0061 -0.6133 0.6 -0.1 0.5
H -5.7931 0.6558 0.3286 0.3 0.2 0.4
H -5.8501 0.7032 -1.3454 0.3 -0.4 -0.5
H -3.2766 0.0898 0.3622 0.1 0.4 -0.1
H -2.9179 -1.9452 -0.9913 0.4 0.3 0.0
H -4.2370 -1.5309 -2.0457 -0.7 -0.3 0.2
H -5.1164 -2.8880 1.7055 -0.1 0.5 0.5
H -3.7933 -1.6352 1.7547 0.0 0.1 0.0
H -3.5927 -3.3213 1.1313 0.8 0.1 0.1
H -3.4497 0.7142 -2.5235 -0.9 0.3 -0.1
H -2.2389 0.1720 -1.7919 1.0 -0.1 0.2
C 4.6150 -1.3693 -1.0926 0.7 1.0 0.9
C 4.4602 -2.4802 -2.0856 -0.7 2.1 -0.4
C 4.6470 -3.8619 -1.5446 0.0 0.3 0.4
O 4.5984 -4.6547 -2.6712 -1.0 -1.0 -1.4
C 4.8723 -5.9915 -2.4522 1.8 -0.6 -0.6
N 3.1100 -2.3051 -2.7085 1.4 -1.1 -0.1
H 4.8193 -0.3792 -1.5002 0.1 -0.1 -0.8
H 5.4979 -1.5448 -0.4779 -0.2 -0.1 0.5
H 3.7284 -1.1137 -0.5124 0.1 -0.8 0.5
H 5.2096 -2.2953 -2.8553 0.1 -0.4 -0.2
H 3.8306 -4.1285 -0.8734 -0.1 0.0 0.4
H 5.6034 -4.0225 -1.0469 0.3 0.2 0.3
H 5.9132 -6.0216 -2.1301 0.3 -0.4 0.8
H 4.9775 -6.5104 -3.4050 -0.7 0.1 -0.2
H 4.2530 -6.5810 -1.7761 -0.4 0.4 0.2
H 2.5178 -2.5812 -1.9384 -0.6 0.1 0.5
H 3.0704 -3.1541 -3.2541 -0.4 -0.1 -0.9
C 0.0272 -3.8935 1.1468 -0.7 -1.7 0.7
C 1.0512 -4.1713 0.0631 -1.2 -0.2 -0.1
C 0.4772 -4.7208 -1.2353 0.7 -0.7 0.1
O -0.3987 -5.7362 -0.8631 -0.3 0.5 1.8
C -1.2518 -6.2479 -1.7866 -0.8 0.3 -1.1
N 1.5208 -2.8658 -0.2317 1.5 0.8 -0.3
H -0.7186 -3.1231 0.9511 0.1 0.0 -0.7
H 0.5689 -3.5207 2.0162 0.0 -0.3 0.2
H -0.4953 -4.8261 1.3595 -0.2 0.1 0.6
H 1.7914 -4.8750 0.4440 0.3 0.2 0.0
H 1.2208 -5.1995 -1.8725 0.8 0.1 0.0
H 0.1384 -3.9013 -1.8693 -1.1 0.1 0.2
H -1.9874 -6.8722 -1.2795 0.4 -0.6 -0.1
H -0.6604 -6.7058 -2.5795 -0.3 -0.7 -0.3
H -1.8686 -5.4817 -2.2562 0.0 0.4 -0.2
H 1.7629 -2.4887 0.6734 0.5 0.7 0.0
H 0.6429 -2.4150 -0.4466 0.0 1.0 -0.4
C -2.6288 3.4012 6.5998 -1.2 -0.5 -1.5
C -2.1622 2.4376 5.4650 0.6 0.6 -0.1
C -1.7234 3.2192 4.1494 0.7 -0.6 0.8
O -1.2318 2.2942 3.1918 -1.0 -0.2 1.0
C -0.7486 2.7715 1.9637 0.6 -0.4 0.2
N -1.1209 1.5777 6.0246 0.8 0.2 -0.2
H -3.4929 3.9561 6.2343 0.1 0.4 -0.3
H -1.8880 4.1259 6.9377 0.2 -0.4 0.1
H -3.1175 2.8254 7.3857 0.7 -0.1 0.4
H -2.9263 1.7171 5.1733 -0.9 0.7 -0.2
H -0.8989 3.9155 4.3026 0.1 0.2 0.7
H -2.5469 3.8471 3.8094 -0.5 -0.3 -0.3
H 0.0774 2.0907 1.7578 -0.2 -0.2 -0.7
H -0.2528 3.7421 1.9802 -0.3 0.4 0.4
H -1.5254 2.7430 1.1996 0.0 0.0 -0.2
H -1.1013 0.6971 5.5304 0.2 0.0 -0.2
H -1.3238 1.3634 6.9906 -0.1 0.0 0.1
C 0.4709 7.6131 -2.3154 0.9 1.4 0.1
C 0.3658 6.1340 -2.1449 -0.5 -1.7 1.2
C 1.3445 5.5279 -1.0996 1.4 0.7 -1.3
O 1.3811 4.1294 -1.0673 0.6 -1.1 -0.2
C 2.3735 3.6790 -0.1005 -1.4 0.6 0.3
N -0.9831 5.8207 -1.7197 -0.7 0.5 -0.3
H 0.2467 8.2049 -1.4280 -0.6 -0.4 0.4
H -0.1676 8.0096 -3.1048 0.0 -0.3 -0.1
H 1.4847 7.9803 -2.4754 0.3 -0.4 -0.6
H 0.4766 5.5992 -3.0882 0.6 0.1 -0.1
H 1.2695 5.8063 -0.0484 -0.5 1.0 0.0
H 2.3047 5.8559 -1.4976 0.7 0.2 0.4
H 3.3582 4.1447 -0.1415 0.1 -0.1 -0.8
H 2.4074 2.5896 -0.0961 0.3 0.0 -0.2
H 1.9903 3.9756 0.8759 0.0 -0.1 0.4
H -1.0619 4.8186 -1.6213 -0.1 -0.1 0.4
H -1.0143 6.2707 -0.8161 -0.8 -0.4 0.4

---

119
Properties=species:S:1:pos:R:3:forces:R:3 method="wB97M-V/def2-TZVPD" total_energy_ha=-3317.65162 relative_energy_kcal_mol=0.0 charge=-1 e_homo_ev=-7.021
O 4.3069 6.2331 -32.5660 -3.0 -3.1 0.6
C 3.7885 5.1333 -32.3446 0.3 1.6 0.9
O 2.4703 4.7506 -32.3813 1.8 2.1 -0.4
B 2.3308 3.4259 -31.8508 0.2 -0.9 0.8
O 3.7157 3.0872 -31.3585 -1.0 -1.6 1.3
C 4.5621 3.9921 -31.6055 1.9 2.2 0.3
O 5.7215 4.1200 -31.2186 -1.8 -0.7 -0.7
O 2.0870 2.4670 -32.8769 -0.9 -0.3 -0.3
C 1.0161 1.7743 -32.5816 -1.2 -3.6 -2.3
O 0.6233 0.8332 -33.2990 0.5 2.8 2.4
C 0.4388 2.2073 -31.1842 -0.3 -0.5 -0.8
O 1.2214 3.2116 -30.8217 0.8 0.5 0.0
O -0.4982 1.6843 -30.6184 1.5 1.1 -0.6
O 0.5418 -1.2255 -35.0647 -0.1 -0.5 -0.6
H 1.1196 -1.8572 -34.6367 0.1 -0.1 0.1
H 0.4683 -0.5050 -34.4388 0.0 0.4 0.3
O 0.4154 3.8014 -35.1563 0.0 0.1 -0.1
H 1.3376 4.0549 -35.1946 0.3 0.1 0.0
H 0.3817 2.9516 -35.5957 -0.1 -0.3 -0.1
C 7.4260 6.7510 -33.6634 2.0 -0.5 1.4
O 8.3982 7.2980 -34.0843 3.5 1.3 -1.9
N 7.4576 5.8811 -32.6804 0.7 -2.2 2.4
N 6.2528 7.0513 -34.0178 -4.8 2.0 -3.1
H 6.5814 5.6356 -32.2422 0.5 -0.8 0.1
H 8.2795 5.2949 -32.6492 -0.4 0.1 0.5
H 6.2402 7.7373 -34.7589 -0.6 0.0 0.3
H 5.4387 6.7719 -33.4894 0.2 0.3 -0.7
C 1.3776 8.4446 -29.5300 -1.0 0.9 -2.0
O 0.4233 8.9302 -30.0677 -3.1 0.7 -1.8
N 2.2318 7.6758 -30.1181 2.3 -3.0 -3.4
N 1.6802 8.7490 -28.3336 1.4 1.3 6.1
H 2.0916 7.4120 -31.0830 -0.3 0.3 0.2
H 3.0462 7.2723 -29.6776 0.0 -0.2 0.5
H 2.5537 8.4423 -27.9298 -0.2 0.2 0.1
H 1.1075 9.4268 -27.8513 0.2 -0.2 -0.2
C 6.7214 1.8931 -27.2159 0.9 -1.3 3.3
O 6.7272 2.2426 -26.0530 -0.2 1.1 1.2
N 7.2928 0.7922 -27.5931 3.2 -4.8 -0.3
N 6.1332 2.4107 -28.2046 -3.5 4.3 -3.9
H 7.2293 0.4011 -28.5221 -0.1 0.0 0.4
H 7.7178 0.2356 -26.8654 -0.1 0.1 -0.3
H 6.2441 2.0406 -29.1378 -0.4 0.6 0.2
H 5.6010 3.2438 -27.9978 0.0 0.0 -0.6
C 7.7780 6.5074 -28.1916 -1.4 -0.1 2.9
O 7.2383 6.8661 -27.1564 -1.2 1.1 0.4
N 7.3219 5.6782 -29.0726 -1.7 -2.3 -2.7
N 9.0369 6.7510 -28.3951 4.0 2.0 0.5
H 6.3424 5.4374 -29.1249 0.4 -0.3 0.1
H 8.0951 5.0694 -29.3000 -1.1 -0.7 -0.9
H 9.5550 6.5028 -29.2258 -0.3 0.6 0.2
H 9.2918 7.5022 -27.7700 1.0 -0.2 -0.3
C -0.9850 -0.4370 -27.3959 3.6 -0.4 -0.4
O -0.0865 0.0833 -26.7890 0.9 1.2 1.8
N -1.5670 0.0732 -28.4328 -3.4 2.3 -2.6
N -1.1266 -1.7529 -27.4461 -1.1 -4.8 1.4
H -1.0900 0.7576 -29.0022 -0.4 0.2 0.1
H -2.1898 -0.5918 -28.8685 0.3 0.8 -0.7
H -0.5355 -2.3963 -26.9395 -0.2 0.6 0.4
H -2.0106 -2.1454 -27.7370 0.3 -0.1 0.0
C 5.1603 9.7344 -31.9609 0.0 2.0 -2.5
O 4.3561 10.6131 -32.0886 -2.4 1.8 0.5
N 5.1684 8.7271 -31.2004 -1.0 -4.9 4.5
N 6.2183 9.7009 -32.7310 3.9 1.7 -3.2
H 6.0137 8.1743 -31.1915 -0.5 -0.2 0.3
H 4.3056 8.3645 -30.8206 0.3 0.2 0.3
H 6.3360 10.5357 -33.2872 0.2 -0.3 0.0
H 6.7745 8.8977 -32.9873 -0.2 0.3 0.3
C 3.8551 5.6419 -27.8950 -0.7 2.0 -2.7
O 4.1144 6.5782 -28.6856 1.2 -0.4 0.6
N 4.4908 5.3530 -26.8208 2.4 0.1 2.8
N 2.8649 4.8284 -28.1115 -2.8 -2.1 -1.3
H 5.2453 5.9831 -26.5886 0.4 -0.2 0.5
H 4.0915 4.6344 -26.2341 0.8 0.3 0.4
H 2.5682 4.1920 -27.3856 -0.4 0.0 -0.4
H 2.3192 4.9092 -28.9576 0.0 0.0 0.3
C -1.4617 6.0092 -32.4500 -0.5 0.7 0.3
O -2.4915 6.4954 -32.1055 -3.7 1.3 1.2
N -0.3366 6.3846 -31.9325 4.2 0.7 1.5
N -1.4047 5.0707 -33.3576 -0.1 -2.5 -2.2
H 0.5274 5.9850 -32.2701 -0.1 0.1 0.3
H -0.2874 7.1099 -31.2313 -0.2 0.2 -0.2
H -2.3344 4.8088 -33.6529 0.4 -0.1 -0.5
H -0.5994 4.9659 -33.9581 -0.4 -0.4 -0.1
C -1.3953 3.4493 -27.4854 2.3 -0.8 -1.8
C -0.3645 4.5986 -27.5296 -2.0 0.3 1.3
C -1.0321 5.9443 -27.6129 -0.1 0.5 -1.2
O 0.3350 4.5644 -26.3050 1.6 -0.2 0.7
H -1.7982 3.2784 -28.4837 -1.2 0.7 0.2
H -2.0288 3.4372 -26.5985 -0.3 0.3 -0.4
H -0.7882 2.5442 -27.5013 0.1 -0.3 0.9
H 0.4057 4.5783 -28.3006 -0.4 -0.7 -0.1
H -1.7327 6.1671 -26.8081 0.3 -0.1 0.4
H -1.6368 6.0225 -28.5164 0.0 0.0 -0.2
H -0.2339 6.6807 -27.7062 -0.2 0.4 0.3
H -0.2786 4.6331 -25.5699 -0.1 0.0 -0.1
C 3.2454 -0.0574 -28.5080 0.2 -0.4 -0.7
C 3.2507 -1.1908 -29.5446 2.0 -0.3 0.2
C 2.5808 -0.9435 -30.8877 -1.2 0.2 1.3
O 4.6785 -1.5404 -29.7579 -0.6 0.5 0.2
H 2.2142 0.1281 -28.2072 0.1 0.4 0.0
H 3.7613 0.8067 -28.9266 -0.5 0.3 -0.2
H 3.8358 -0.2648 -27.6155 -0.1 -0.6 0.0
H 2.8249 -2.1012 -29.1226 -0.4 0.1 0.2
H 2.3423 -1.9303 -31.2845 0.5 0.2 -0.9
H 3.0207 -0.1859 -31.5364 0.4 -0.5 -0.1
H 1.5853 -0.5661 -30.6539 -0.3 0.2 0.0
H 4.7200 -2.2179 -30.4368 -0.1 0.0 -0.1
C 0.8352 7.7366 -34.5644 0.6 -0.7 1.3
C 1.7243 8.4172 -35.5434 0.7 -0.5 0.2
C 3.2014 7.9740 -35.3287 -0.6 0.3 0.4
O 1.2160 7.9799 -36.7834 0.0 0.4 -1.3
H 1.1712 7.9941 -33.5599 -0.5 0.3 0.2
H 1.0580 6.6721 -34.6366 -0.2 -0.3 -0.2
H -0.2369 7.8695 -34.7096 0.2 0.3 0.0
H 1.6529 9.4918 -35.3757 0.0 0.2 -0.4
H 3.3628 6.9179 -35.5452 -0.3 -0.1 -0.3
H 3.4075 8.0761 -34.2633 0.2 0.2 0.1
H 3.9414 8.5654 -35.8679 -0.2 0.1 -0.2
H 1.1738 8.7072 -37.4086 0.1 0.0 0.0